Record 1
Below is C3H5NS2 as an isolated structure in a non-equilibrium geometry, with properties calculated with the ωB97M-V functional and the def2-TZVPD basis.

Last column: natural (NBO) charge in e.
Positions of all 11 atoms, in Å:
C: -1.9654 0.1936 -0.1058  0.12
C: -0.8103 -0.5565 0.3449  -0.44
C: 0.5173 0.1104 0.1394  -0.25
H: -4.0468 0.1277 -0.5108  0.43
H: -3.1035 -1.4355 0.6492  0.43
H: -1.9598 1.2351 -0.0216  0.23
H: -1.1918 -1.7346 0.2953  0.21
H: 2.9443 -0.7363 -0.7022  0.17
N: -3.0995 -0.4165 -0.1772  -0.78
S: 1.7639 -1.2636 -0.0621  -0.04
S: 0.8989 1.6995 0.0158  -0.06

The calculation puts the gap between HOMO and LUMO at 7.83 eV. Its HOMO energy is -8.17 eV. The LUMO energy is -0.337 eV. Its relative energy (zero: lowest compared OMol25 entry of this formula, charge and spin) is 4.036 eV. The total energy is -26348.6970 eV.

=====

Record 2
Below is C3H5NS2 as an isolated structure in a non-equilibrium geometry, with properties calculated with the ωB97M-V functional and the def2-TZVPD basis.

Last column: natural (NBO) charge in e.
Positions of all 11 atoms, in Å:
C: -1.0992 -1.2938 -0.1026  0.02
C: 1.1787 0.1524 0.1225  -0.40
C: 2.3566 0.8706 -0.0424  -0.39
H: -3.1895 1.2774 0.7199  0.15
H: -1.5874 -2.3519 0.3729  0.22
H: 0.4181 0.9885 -0.0549  0.25
H: 3.4643 0.3600 -0.1815  0.18
H: 2.3574 1.8922 -0.3287  0.20
N: -1.4983 -0.1634 -0.4288  -0.58
S: -3.1852 -0.1152 -0.0293  0.12
S: 0.7846 -1.6170 -0.0470  0.22

The calculation puts the gap between HOMO and LUMO at 8.94 eV. Its HOMO energy is -8.64 eV. The LUMO energy is 0.304 eV. Its relative energy (zero: lowest compared OMol25 entry of this formula, charge and spin) is 4.368 eV. The total energy is -26348.3655 eV.

=====

Record 3
Below is a 2-piece molecular cluster, C3H5NS2 overall in a non-equilibrium geometry, with properties calculated with the ωB97M-V functional and the def2-TZVPD basis.

Last column: natural (NBO) charge in e.
Positions of all 11 atoms, in Å:
C: 0.6413 -0.4183 1.5296  -0.72
C: 1.8119 0.3310 1.0467  0.34
N: 2.4944 1.2190 0.6722  -0.42
S: 3.4163 2.2708 0.0202  -0.01
H: 0.5707 -1.1575 0.7562  0.27
H: -0.3148 0.1842 1.2384  0.26
H: 0.8045 -0.7689 2.6066  0.26
C: 2.7498 -1.6329 -1.1000  -0.43
S: 1.2751 -1.4891 -1.7751  0.07
H: 3.6597 -1.9021 -1.7390  0.20
H: 2.9174 -1.6384 -0.0887  0.17

The calculation puts the gap between HOMO and LUMO at 7.41 eV. As for the structure (SMILES): CC#[N+][S-].C=S. Its HOMO energy is -8.20 eV. The LUMO energy is -0.783 eV. Its relative energy (zero: lowest compared OMol25 entry of this formula, charge and spin) is 3.462 eV. The total energy is -26349.2715 eV.

=====

Record 4
Below is one molecule with the formula C3H5NS2 in a non-equilibrium geometry, with properties calculated with the ωB97M-V functional and the def2-TZVPD basis.

Last column: natural (NBO) charge in e.
Positions of all 11 atoms, in Å:
C: 0.0896 1.3565 0.3349  -0.68
C: -0.0541 0.4388 -0.8178  -0.53
S: -1.3901 -0.7118 -0.7312  0.25
C: -0.4137 -1.8152 0.2782  -0.09
N: 0.8532 -1.8732 0.1196  -0.56
S: 1.5052 -0.6418 -0.7483  0.45
H: 0.0730 0.7567 1.3253  0.22
H: 1.0893 1.9240 0.6659  0.25
H: -0.7207 2.0671 0.5386  0.23
H: 0.0068 0.9283 -1.8602  0.26
H: -1.0386 -2.4295 0.8951  0.21

The calculation puts the gap between HOMO and LUMO at 9.16 eV. As for the structure (SMILES): C[C@@H]1SC=NS1. Its HOMO energy is -8.51 eV. The LUMO energy is 0.649 eV. Its relative energy (zero: lowest compared OMol25 entry of this formula, charge and spin) is 1.493 eV. The total energy is -26351.2396 eV.

=====

Record 5
Below is one molecule with the formula C3H5NS2 in a non-equilibrium geometry, with properties calculated with the ωB97M-V functional and the def2-TZVPD basis.

Last column: natural (NBO) charge in e.
Positions of all 11 atoms, in Å:
S: -2.2109 0.7703 2.1760  0.04
N: -0.9986 0.4213 1.1979  -0.61
C: -0.8505 0.8957 -0.1724  0.00
C: 0.3698 0.2585 -0.8817  -0.49
C: 1.0388 -0.8166 -0.0317  -0.50
S: 0.3363 -0.6237 1.7077  0.42
H: -1.7677 1.2491 -0.7008  0.23
H: 0.1279 -0.3509 -1.7777  0.23
H: 1.1367 0.9177 -1.2442  0.23
H: 0.7237 -1.8900 -0.3927  0.22
H: 2.0946 -0.8314 0.1196  0.23

The calculation puts the gap between HOMO and LUMO (spin up / spin down) at 7.61 / 7.79 eV. As for the structure (SMILES): [S-][N+]1=CCCS1. Its HOMO energy (spin up / spin down) is -8.03 / -7.88 eV. The LUMO energy (spin up / spin down) is -0.412 / -0.084 eV. Its relative energy (zero: lowest compared OMol25 entry of this formula, charge and spin) is 2.983 eV. The total energy is -26349.7503 eV.

=====

Record 6
Below is one molecule with the formula C3H5NS3 in a non-equilibrium geometry, with properties calculated with the ωB97M-V functional and the def2-TZVPD basis.

Last column: natural (NBO) charge in e.
Positions of all 12 atoms, in Å:
N: -1.8270 -0.0749 0.8923  -0.98
S: -1.9357 -0.9291 -0.5789  0.17
C: 0.1201 -0.5327 -1.3573  -0.65
S: 0.3956 1.1881 -1.2963  0.38
C: 1.3961 1.1679 0.0900  -0.40
C: 1.7117 -0.0149 0.5228  -0.38
S: 1.2980 -1.4530 -0.4039  0.36
H: -1.9467 -0.8422 1.6821  0.37
H: -2.7531 0.4359 0.9310  0.37
H: -0.1606 -0.9374 -2.4451  0.28
H: 1.3787 2.0915 0.5630  0.24
H: 2.3228 -0.0994 1.4003  0.24

The calculation puts the gap between HOMO and LUMO at 8.02 eV. As for the structure (SMILES): NSC1SC=CS1. Its HOMO energy is -7.45 eV. The LUMO energy is 0.570 eV. Its relative energy (zero: lowest compared OMol25 entry of this formula, charge and spin) is 1.884 eV. The total energy is -37185.5750 eV.

=====

Record 7
Below is one molecule with the formula C3H5NS3 in a non-equilibrium geometry, with properties calculated with the ωB97M-V functional and the def2-TZVPD basis.

Last column: natural (NBO) charge in e.
Positions of all 12 atoms, in Å:
S: 3.5253 0.0932 -0.0663  -0.12
C: 2.0479 -0.4675 0.4003  -0.07
N: 0.9555 -0.5518 -0.4023  -0.59
C: -0.3106 -1.0516 0.0839  -0.30
C: -1.4850 -0.0887 0.0221  -0.32
S: -2.9959 -0.6805 -0.0283  0.04
S: -1.1903 1.6116 0.0332  0.16
H: 1.8339 -0.7937 1.4146  0.19
H: 1.1191 -0.4615 -1.3778  0.41
H: -0.1610 -1.2727 1.1575  0.24
H: -0.5516 -1.9324 -0.4816  0.24
H: 0.1309 1.5814 0.0479  0.13

The calculation puts the gap between HOMO and LUMO at 8.27 eV. As for the structure (SMILES): S=CNCC(=S)S. Its HOMO energy is -8.89 eV. The LUMO energy is -0.615 eV. Its relative energy (zero: lowest compared OMol25 entry of this formula, charge and spin) is 0.289 eV. The total energy is -37187.1701 eV.

=====

Record 8
Below is one molecule with the formula C3H5NS3 in a non-equilibrium geometry, with properties calculated with the ωB97M-V functional and the def2-TZVPD basis.

Last column: natural (NBO) charge in e.
Positions of all 12 atoms, in Å:
C: -0.5411 2.7189 -0.3718  -0.06
N: -0.5986 1.5308 -0.8241  -0.54
S: -1.1947 0.2764 0.2324  0.40
C: -0.6077 -1.1494 -0.6190  -0.75
S: 1.1958 -1.4354 -0.5908  0.34
C: 1.4307 -1.7289 1.1190  -0.50
S: 2.8109 -2.2778 1.7761  0.04
H: -0.2793 3.5260 -1.1028  0.19
H: -0.6896 3.0470 0.6626  0.16
H: -1.1751 -2.0418 -0.2981  0.25
H: -0.8577 -0.9871 -1.6768  0.26
H: 0.5065 -1.4788 1.6933  0.21

The calculation puts the gap between HOMO and LUMO at 8.38 eV. As for the structure (SMILES): C=NSCSC=S. Its HOMO energy is -8.64 eV. The LUMO energy is -0.253 eV. Its relative energy (zero: lowest compared OMol25 entry of this formula, charge and spin) is 1.364 eV. The total energy is -37186.0950 eV.

=====

Record 9
Below is a 2-piece molecular cluster, C3H5NSe overall in a non-equilibrium geometry, with properties calculated with the ωB97M-V functional and the def2-TZVPD basis.

Last column: natural (NBO) charge in e.
Positions of all 10 atoms, in Å:
C: -1.2709 0.5252 0.0584  0.27
C: 1.1674 -1.4309 -0.0180  -0.81
C: -0.9488 1.7719 -0.0158  -0.48
N: -1.4266 -0.6218 0.0196  -0.41
Se: 1.8797 0.3067 0.0021  0.14
H: 1.0733 -1.7405 0.9709  0.23
H: -0.1438 -1.2187 0.0066  0.31
H: 1.4302 -2.1002 -0.7608  0.23
H: -0.8457 2.1021 -1.0995  0.26
H: -0.9148 2.4063 0.8365  0.25

The calculation puts the gap between HOMO and LUMO (spin up / spin down) at 6.88 / 6.91 eV. Its HOMO energy (spin up / spin down) is -8.75 / -8.58 eV. The LUMO energy (spin up / spin down) is -1.870 / -1.662 eV. Its relative energy (zero: lowest compared OMol25 entry of this formula, charge and spin) is 3.014 eV. The total energy is -70024.1844 eV.

=====

Record 10
Below is a 2-piece molecular cluster, C3H5O2 overall, with properties calculated with the ωB97M-V functional and the def2-TZVPD basis.

Last column: natural (NBO) charge in e.
Positions of all 10 atoms, in Å:
C: 1.0061 1.4975 0.7947  -0.39
C: 1.5562 0.5965 1.6033  -0.41
H: 1.3054 2.5377 0.9014  0.15
H: 0.2424 1.2296 0.0753  0.25
H: 2.1929 0.9411 2.4141  0.16
H: 1.4054 -0.4631 1.4560  0.22
O: -0.7590 -1.2036 0.1711  -0.80
C: -1.1613 -0.9288 -0.9790  0.63
O: -0.7679 -0.0265 -1.7502  -0.80
H: -2.0139 -1.5361 -1.3892  -0.02

The calculation puts the gap between HOMO and LUMO at 8.37 eV. Its HOMO energy is -3.97 eV. As for the total charge: -1. The LUMO energy is 4.394 eV. Its relative energy (zero: lowest compared OMol25 entry of this formula, charge and spin) is 1.083 eV. The total energy is -7287.4445 eV.

=====

Record 11
Below is an isolated ion of composition C3H5O2 and charge -1 in a non-equilibrium geometry, with properties calculated with the ωB97M-V functional and the def2-TZVPD basis.

Last column: natural (NBO) charge in e.
Positions of all 10 atoms, in Å:
C: 1.5220 -1.2247 0.2117  -0.64
C: 0.1951 -0.6302 0.7507  -0.52
C: -0.4937 0.4394 -0.1690  0.77
O: -0.1642 0.4156 -1.3735  -0.80
O: -1.2887 1.1891 0.4273  -0.79
H: 2.1827 -0.7239 0.9381  0.18
H: 1.7189 -0.8094 -0.7713  0.24
H: 1.7439 -2.2742 0.3935  0.18
H: -0.5760 -1.4109 0.8242  0.19
H: 0.2592 -0.2217 1.7581  0.19

The calculation puts the gap between HOMO and LUMO at 8.30 eV. As for the structure (SMILES): CCC(=O)[O-]. Its HOMO energy is -3.80 eV. As for the total charge: -1. The LUMO energy is 4.507 eV. Its relative energy (zero: lowest compared OMol25 entry of this formula, charge and spin) is 0.298 eV. The total energy is -7288.2288 eV.

=====

Record 12
Below is C3H5O2Pr as an isolated structure in a non-equilibrium geometry, with properties calculated with the ωB97M-V functional and the def2-TZVPD basis.

Last column: Mulliken charge in e.
Positions of all 11 atoms, in Å:
C: 0.9453 1.3430 1.5896  -1.40
C: 0.2422 1.4064 2.7479  0.93
O: -0.3824 1.4987 3.6939  -0.08
H: 1.6461 2.1861 1.4971  0.45
H: 1.3957 0.3120 1.4077  0.43
Pr: -0.5283 1.5440 -0.6252  1.98
O: -0.1508 -0.4511 -1.7194  -0.58
C: -0.6840 -1.6837 -2.0689  -0.50
H: -1.2109 -1.6625 -3.0419  0.27
H: 0.1239 -2.4330 -2.1704  0.25
H: -1.3967 -2.0599 -1.3104  0.26

The calculation puts the gap between HOMO and LUMO (spin up / spin down) at 6.53 / 8.01 eV. Its HOMO energy (spin up / spin down) is -17.80 / -18.07 eV. As for the total charge: +2. Its spin multiplicity is 3. The LUMO energy (spin up / spin down) is -11.262 / -10.065 eV. Its relative energy (zero: lowest compared OMol25 entry of this formula, charge and spin) is 0.020 eV. The total energy is -21335.5353 eV.